ORCA calculation (the ωB97M-V functional and the def2-TZVPD basis) on a gas-phase ion, CH3N2O (charge +1).

The geometry in XYZ format:
```
7
Properties=species:S:1:pos:R:3:forces:R:3
N 0.522158 -1.035086 0.540017 0.3973 1.6387 0.9254
O 0.381859 -1.939214 -0.274841 -0.0549 -2.4903 -0.6342
H 0.942765 -1.160866 1.547569 -0.6055 0.2688 -1.8565
H -1.208130 1.597883 -0.015279 -0.2183 -0.1019 -0.7689
C -0.097183 0.015202 0.139537 -0.1187 2.3736 0.5703
N -0.470946 1.068306 -0.493129 1.1286 -0.7867 -0.6149
H -0.070522 1.453776 -1.443875 -0.5285 -0.9022 2.3788
```
Positions in Å, forces in eV/Å.

Values from the calculation:
Relative energy (zero: lowest compared OMol25 entry of this formula, charge and spin) ... 102.1 kcal/mol
Strongest force on any atom ... 2.598 eV Å⁻¹
Highest occupied orbital energy (spin up / spin down) ... -0.566 / -0.571 Ha
Molecular weight ... 59.0 g mol⁻¹
Charge ... +1

---

ORCA calculation (the ωB97M-V functional and the def2-TZVPD basis) on a molecular structure, C29H26Cl2N3O4Re.

The geometry in XYZ format:
```
65
Properties=species:S:1:pos:R:3:forces:R:3
O -0.458850 1.425419 -0.334723 0.5390 0.5520 -0.2318
C -2.666645 0.621522 1.440994 0.0369 -0.0918 -0.0045
C 3.244892 -0.083963 2.800597 0.0157 0.0007 -0.0196
H 3.921058 3.220464 3.005201 0.0016 -0.0021 -0.0131
H -0.803761 0.955140 -2.655679 0.0265 0.0317 -0.0006
H -0.260983 2.128275 4.371980 -0.0447 -0.0976 -0.0060
H -3.507481 -3.506848 -3.175562 -0.0080 -0.0036 0.0081
H 3.875503 -1.735400 -3.802849 -0.0072 -0.0036 0.0020
H 1.627807 -2.400941 -0.242835 0.0026 0.0086 0.0162
H -2.443793 -5.038195 0.715448 0.0048 -0.0105 -0.0118
C -3.258609 -0.544858 1.916858 0.0118 -0.0151 -0.0472
C 0.849743 -0.855322 -1.558356 0.1071 -0.1495 0.2432
Cl 1.201294 -1.594673 3.629057 0.3733 0.1424 0.4170
C 1.753929 -1.872874 -1.178309 0.1224 0.0762 -0.1413
H -4.109244 -0.972009 1.398836 0.0174 0.0217 0.0005
H 0.547823 3.867144 -4.683619 0.0029 -0.0005 0.0110
N -1.619341 -2.164635 -0.778312 0.0065 0.0722 0.0270
H 4.973465 1.075417 2.292475 0.0012 0.0016 0.0078
C 1.031354 -0.185826 -2.776792 0.0042 -0.0847 -0.0691
Cl 1.391486 3.816532 4.015992 -0.0357 -0.0435 -0.0344
H -3.690871 -5.308491 -1.461520 0.0019 0.0023 0.0012
C -3.009272 -3.421011 -2.220852 0.0127 0.0161 -0.0080
H 0.793789 3.367492 -1.881094 0.0181 -0.0584 -0.0367
H -1.845147 3.342308 1.904978 0.0307 0.0192 0.0305
C -1.688189 -3.141524 0.140294 0.0214 -0.0377 -0.0826
C -0.066812 3.028908 -4.355455 -0.0418 0.0224 0.0301
C -0.837979 -2.883081 1.349434 0.0646 0.0708 -0.0511
H 2.271594 0.010679 -4.495064 0.0133 -0.0008 0.0090
H -3.257040 -2.002139 3.490917 -0.0104 -0.0253 0.0193
C -3.103317 -4.421974 -1.264360 -0.0204 -0.0346 -0.0039
H -3.112265 1.141714 0.597070 0.0040 -0.0056 -0.0008
O -0.749872 -3.627810 2.274831 -0.0319 -0.0803 0.0309
N 0.746815 2.101536 -3.596375 0.1476 -0.1253 -0.2224
C 1.293654 1.128784 3.603930 -0.0450 0.2012 -0.1387
C 1.948182 -0.065304 3.292579 -0.0371 -0.2596 0.0433
H 3.694865 -1.039437 2.568942 0.0064 0.0053 0.0028
H 3.530342 -2.955515 -1.666540 0.0037 0.0057 -0.0093
C -1.121620 2.568468 1.641923 -0.1383 0.1487 0.1070
Re -0.563107 -0.439940 -0.160411 -0.5363 0.0461 -0.0382
C -2.425459 -4.285183 -0.060108 0.0119 0.0127 0.0141
C 2.131281 -0.522136 -3.562474 -0.0331 0.0488 -0.0415
C -1.096008 0.607525 3.280613 -0.1077 0.0806 0.0469
H -0.908701 3.433515 -3.772708 0.0123 -0.0120 0.0147
C -1.716309 -0.543540 3.754851 -0.0758 0.0534 0.1203
C 3.958868 1.092384 2.664472 -0.0353 0.0223 0.0091
H -2.141102 -1.486863 -2.658382 0.0005 0.0021 -0.0001
H -0.169112 2.869391 2.075371 0.0658 -0.0878 0.0509
C 0.079765 0.855255 -3.318232 -0.0758 0.0391 0.0492
H 2.244483 3.369649 -2.893815 -0.0120 0.0028 -0.0289
N -0.037934 1.195780 4.045054 0.0700 -0.0439 0.1569
C 2.837672 -2.184040 -1.976036 -0.0372 0.0030 0.0191
C 3.028784 -1.499181 -3.171716 0.0143 -0.0175 0.0030
C 2.071834 2.292486 3.507518 0.0131 0.0911 0.0072
C 3.376085 2.288360 3.051698 0.0179 -0.0393 -0.0012
C -1.597016 1.225326 2.128886 0.0142 -0.0263 -0.0879
C -2.788543 -1.114911 3.088891 0.0380 -0.0691 0.0079
O -0.166111 -1.726032 1.223602 -0.3883 -0.1140 -0.2740
C -0.965175 2.605288 0.146795 0.0101 -0.3939 -0.0376
H -0.306777 0.485657 -4.274444 -0.0358 -0.0054 0.0167
H -0.465307 2.535360 -5.243244 0.0120 -0.0015 0.0038
H -1.357589 -0.970001 4.680536 0.0335 -0.0110 -0.0269
C 1.448386 2.737999 -2.496082 -0.0204 0.1019 0.1140
C -2.254950 -2.295662 -1.947960 -0.0424 -0.0281 0.0449
H 1.910326 1.988149 -1.853610 0.0204 -0.0052 -0.0369
O -1.214808 3.507379 -0.583119 -0.1118 0.0823 0.0203
```
Positions in Å, forces in eV/Å.

Values from the calculation:
Multiplicity ... 4
Strongest force on any atom ... 0.806 eV Å⁻¹
Highest occupied orbital energy (spin up / spin down) ... -0.391 / -0.390 Ha
Molecular weight ... 737.7 g mol⁻¹
Charge ... +1
Expectation value of S² ... 3.78

---

ORCA calculation (the ωB97M-V functional and the def2-TZVPD basis) on a molecular structure, C27H21N7O7SSn.

The geometry in XYZ format:
```
64
Properties=species:S:1:pos:R:3:forces:R:3
H -2.496980 -0.055522 -4.121499 0.0256 0.0162 0.0145
H 0.804480 2.840296 2.563705 0.0236 -0.0237 -0.0034
O 5.055460 0.718354 1.519728 -0.3559 0.0489 -0.1810
C 3.592095 -2.450012 -1.995437 0.0621 -0.2263 -0.1429
N -2.645510 -2.318986 1.735359 0.0080 0.1007 -0.1280
Sn -0.064119 0.045677 0.231439 -0.0421 0.0740 -1.0380
H -4.349221 -2.557058 4.395252 0.0106 0.0135 0.0703
O 2.871505 1.198696 1.201871 0.2449 -1.4910 3.1106
H 5.696629 -3.032573 -2.986679 -0.0290 -0.0295 -0.0318
C -2.940861 -2.246370 3.049109 -0.0825 -0.1753 0.0117
H 4.746868 1.828790 -1.631186 -0.0077 0.0214 0.0366
C -3.062197 -0.127198 -3.206655 0.0517 0.0078 -0.0330
H 2.886344 2.025162 0.013349 -0.2620 0.8934 -1.2763
H 5.938511 -0.695797 -0.296517 -0.0406 0.0219 -0.0321
C -4.412095 -0.459424 -3.244076 -0.0630 -0.0075 0.1131
O -0.636424 1.083621 -4.101499 -0.1296 -0.1796 0.0774
H 1.812121 0.562124 -4.514914 -0.0436 0.0794 -0.0086
N 1.429016 1.458184 -1.320191 -0.2574 -0.2883 -0.0808
H -4.894920 -0.641370 -4.198235 0.0470 -0.0207 -0.0142
O 5.974860 -2.404448 -2.313669 0.0714 0.0249 0.0461
C 4.848194 -1.984715 -1.650244 -0.1050 0.0639 0.0521
C 2.108134 0.906515 -3.534315 -0.1332 -0.0804 -0.1077
O -4.255287 0.577573 1.853895 0.0470 0.0770 0.0404
O 1.089016 -3.511697 -2.412769 -0.0344 0.1762 0.1597
H -3.358773 -2.052625 1.067543 -0.0006 -0.0767 0.0086
C -0.322200 0.856407 -2.923875 0.2483 0.1358 -0.0691
S -1.821148 -1.847625 4.225120 0.0888 0.0382 0.0651
H 4.214438 1.033038 -3.939896 -0.0126 -0.0509 -0.0542
H -5.075221 -0.350083 0.068411 0.0186 0.1035 0.0127
C -0.185402 2.587194 2.927900 0.0178 -0.1150 -0.0937
O 0.108877 -2.141272 -0.932639 0.1052 0.4878 0.2046
C 4.977573 -1.070972 -0.621633 0.1239 -0.0583 0.1503
C -3.082229 0.787456 1.496012 -0.0277 -0.1243 -0.1215
C 3.425924 1.163375 -3.207587 0.1785 0.0041 0.2232
C 3.821959 -0.606587 -0.010451 -0.1628 -0.3120 0.1204
C 3.923186 0.535270 1.029312 0.5785 -0.5969 0.5767
C -5.123923 -3.364910 2.605575 0.0566 0.0939 0.0448
C 1.098616 -2.595640 -1.577935 0.0861 -0.3419 -0.2727
C -2.661300 1.830300 3.742038 -0.0809 -0.0742 0.1087
H -1.729251 -1.988226 1.468107 0.0041 -0.1148 0.1495
C -5.139867 -0.547227 -2.070049 0.1054 0.0417 -0.0708
H -4.957580 -3.188145 1.547314 -0.0977 0.0007 -0.0029
H -5.000336 -4.437215 2.795814 0.0219 0.0074 -0.0400
H -6.150658 -3.084338 2.841075 0.0087 0.0301 -0.0398
C -1.850937 2.518002 4.624746 0.0377 0.0002 -0.0112
C 2.492607 -1.994438 -1.285119 -0.0368 0.2613 0.2823
H -3.650198 1.484464 4.007780 0.0182 -0.0154 -0.0190
N -4.209912 -2.572117 3.401327 -0.0327 -0.0198 -0.1271
C -0.583999 2.908440 4.213765 -0.0296 0.0154 0.0060
H -2.185545 2.732040 5.633258 -0.0479 0.0060 -0.0199
H 3.447513 -3.176375 -2.788531 -0.0854 0.0154 0.0627
C -2.182023 1.539006 2.469927 0.1636 0.1282 -0.0166
C -4.514920 -0.292914 -0.852264 -0.0309 -0.1042 0.0237
N -1.061622 0.481672 -1.885180 0.0099 -0.2827 0.6662
C 2.701016 1.721768 -1.010350 -0.2798 1.8353 -1.6675
N 2.606911 -1.065012 -0.335468 -0.0180 -0.1346 0.0008
C 1.130276 1.069922 -2.560547 0.2080 0.0844 -0.1228
H 0.087014 3.439602 4.876379 0.0098 -0.0097 -0.0166
C 3.730755 1.603344 -1.925303 -0.1775 -0.0378 -0.6646
C -2.414410 0.146871 -1.999959 -0.0733 -0.0253 -0.1533
N -0.966046 1.926296 2.073505 -0.1570 -0.0294 -0.0032
N -2.481352 0.455927 0.355606 0.4750 0.1767 0.1854
H -6.198524 -0.782161 -2.095622 0.0129 -0.0637 0.0317
C -3.165359 0.074154 -0.795263 -0.2319 0.0248 0.0086
```
Positions in Å, forces in eV/Å.

Values from the calculation:
Relative energy (zero: lowest compared OMol25 entry of this formula, charge and spin) ... 49.2 kcal/mol
Strongest force on any atom ... 3.458 eV Å⁻¹
Highest occupied orbital energy ... -0.079 Ha
Molecular weight ... 706.3 g mol⁻¹
Charge ... -2

---

ORCA calculation (the ωB97M-V functional and the def2-TZVPD basis) on 2 unconnected molecules or ions with the total composition C4H10NO3.

The geometry in XYZ format:
```
18
Properties=species:S:1:pos:R:3:forces:R:3
H -2.396304 -1.087878 -0.169082 -0.1703 0.2730 0.1422
C -1.004352 -0.150619 1.950298 0.6721 0.1891 -0.7349
H 2.611612 -1.012907 -2.575517 -0.2575 -0.6621 -0.1073
O 1.940699 -0.183772 1.197114 0.0250 -0.1038 -0.2154
H 2.537212 1.319208 0.013634 -0.2267 -0.1014 -0.3184
H 1.234136 -1.455794 -1.842986 0.5072 -0.7654 -0.5807
O -2.143947 -0.345943 2.247535 -0.2859 0.0341 0.4663
C 0.293486 0.963028 -0.055024 0.2864 -0.2703 -0.2205
H -1.730910 -0.054507 -1.305033 -0.0123 -0.2289 0.1060
O 1.896404 -0.782873 -1.980294 -0.2646 1.3304 0.6030
H -2.528879 0.584161 -0.028994 -0.1696 -0.3622 0.2229
H -0.137457 0.021214 2.601712 -0.2818 -0.0999 0.4493
H -0.092676 -1.053932 0.243628 -0.0072 -0.4343 0.2068
C -0.624288 -0.137959 0.476515 0.0976 0.0945 -0.5521
C 1.728633 0.655905 0.361792 0.0090 0.0904 0.8006
H 0.231627 0.952520 -1.148789 0.1648 0.3098 0.0879
H 0.103731 1.962829 0.320420 -0.4058 0.2507 0.0102
N -1.918726 -0.192687 -0.306926 0.3193 0.4564 -0.3658
```
Positions in Å, forces in eV/Å.

Values from the calculation:
Relative energy (zero: lowest compared OMol25 entry of this formula, charge and spin) ... 36.4 kcal/mol
Strongest force on any atom ... 1.484 eV Å⁻¹
Highest occupied orbital energy ... -0.516 Ha
Molecular weight ... 120.1 g mol⁻¹
Charge ... +1

---

ORCA calculation (the ωB97M-V functional and the def2-TZVPD basis) on a molecular structure, C2HIrO4.

The geometry in XYZ format:
```
8
Properties=species:S:1:pos:R:3:forces:R:3
Ir -0.480027 -3.398309 0.762521 0.9828 -5.6266 0.8121
O 2.034168 3.744219 -0.728176 -0.2324 -1.0241 0.2685
C 1.731141 2.694840 -0.453292 0.0912 0.8382 -0.2151
O -0.519996 -1.683970 1.656088 -1.4312 -0.9796 1.8398
O -0.677733 -1.949053 -0.487354 -1.5821 -0.5965 -1.7544
H 0.055834 0.343243 0.237169 -0.9129 0.7249 -0.1545
O -0.901492 0.083562 0.435950 -0.3692 -1.4247 -0.2540
C -0.907242 -1.220512 0.529200 3.4538 8.0883 -0.5424
```
Positions in Å, forces in eV/Å.

Values from the calculation:
Multiplicity ... 5
Relative energy (zero: lowest compared OMol25 entry of this formula, charge and spin) ... 0.0 kcal/mol
Strongest force on any atom ... 8.812 eV Å⁻¹
Highest occupied orbital energy (spin up / spin down) ... -0.705 / -0.698 Ha
Molecular weight ... 281.2 g mol⁻¹
Charge ... +2
Expectation value of S² ... 6.01

---

The records above give, respectively, calculated total energy values of -224.1839, -2584.3624, -2564.1669, -438.6044, -481.0053 Ha.